C3H9N3O2 | wB97M-V/def2-TZVPD

Each atom is followed by the atoms it is bonded to, with distances in Å.
Element x y z (Å)
1 C -0.29 -0.48 1.08  C2 1.504, H6 1.114, H7 1.065, N14 1.464
2 C 1.02 -1.15 0.75  C1 1.504, H8 1.094, H9 1.154, O16 1.434
3 C 0.13 1.71 0.17  H11 1.114, N14 1.427, N15 1.290
4 H -1.95 -0.45 -1.11  N13 1.044
5 H -0.43 -0.65 -1.41  N13 0.995
6 H -1.04 -1.30 1.15  C1 1.114
7 H -0.24 0.00 2.03  C1 1.065
8 H 1.49 -1.62 1.61  C2 1.094
9 H 1.82 -0.43 0.34  C2 1.154
10 H 0.10 -2.76 0.08  O16 1.004
11 H 0.69 1.87 1.13  C3 1.114
12 H -0.53 1.60 -1.91  O17 0.980
13 N -1.05 0.07 -1.11  H4 1.044, H5 0.995, N14 1.379
14 N -0.71 0.56 0.13  C1 1.464, C3 1.427, N13 1.379
15 N 0.43 2.60 -0.70  C3 1.290, O17 1.366
16 O 0.71 -2.07 -0.30  C2 1.434, H10 1.004
17 O -0.15 2.50 -1.94  H12 0.980, N15 1.366

Computed properties:
HOMO level ... -8.4 eV
Total charge ... 0
E_tot ... -434.33040 Eh
LUMO level ... 0.0155 Ha
Frontier orbital gap ... 8.8 eV
SMILES ... NN(/C=N\O)CCO

Atomic charges from the Löwdin analysis, expressed in e, are listed below:
1. C -0.188
2. C -0.241
3. C -0.188
4. H 0.129
5. H 0.070
6. H 0.134
7. H 0.103
8. H 0.113
9. H 0.150
10. H 0.120
11. H 0.130
12. H 0.032
13. N 0.035
14. N -0.180
15. N -0.028
16. O -0.114
17. O -0.080